Entry 1:
A molecular structure, C4H6BrNO2S in a non-equilibrium geometry. Source: the Open Molecules 2025 dataset; level of theory: ωB97M-V/def2-TZVPD.

Output
Energy above the lowest of the compared OMol25 structures with the same formula, charge and spin (kcal/mol): 0.0
Spin multiplicity: 3
E_tot (Ha): -3333.17123
E_HOMO (alpha / beta) (Ha): -0.223 / -0.352
Molecular weight (g/mol): 212.07
⟨S²⟩: 2.008
Max |F| (hartree/bohr): 0.2208

XYZ file:
```
15
Properties=species:S:1:pos:R:3:mulliken_charge:R:1
C -1.04 -1.45 0.08 -0.57
C -1.88 -0.45 0.03 0.11
C 0.44 -1.11 -0.07 -0.48
C 0.51 0.41 -0.02 0.64
N 1.50 0.95 0.78 -0.46
O -1.25 1.65 1.48 -0.57
O 0.85 0.83 -1.84 -0.71
S -1.17 1.24 0.08 0.37
Br -3.78 -0.58 -0.20 -0.07
H -1.46 -2.43 0.19 0.44
H 0.94 -1.50 0.90 0.27
H 0.98 -1.40 -1.06 0.31
H 1.27 1.91 0.95 0.24
H 2.37 0.51 0.63 0.24
H 1.73 1.40 -1.94 0.26
```

***

Entry 2:
A gas-phase ion, C2H4N5O5 (charge -1) in a non-equilibrium geometry. Source: the Open Molecules 2025 dataset; level of theory: ωB97M-V/def2-TZVPD.

Output
Energy above the lowest of the compared OMol25 structures with the same formula, charge and spin (kcal/mol): 6.5
E_tot (Ha): -728.30513
Charge: -1
E_HOMO (alpha / beta) (Ha): -0.136 / -0.136
Molecular weight (g/mol): 178.08
Max |F| (hartree/bohr): 0.0807

XYZ file:
```
16
Properties=species:S:1:pos:R:3:mulliken_charge:R:1
C 0.13 0.90 1.30 -0.58
C 0.53 -0.53 -0.70 -0.30
N 0.93 -0.17 0.68 -0.43
N 0.28 0.65 -2.70 -0.95
N 0.89 0.61 -1.62 1.18
N -0.53 0.38 2.32 0.91
N -0.87 -0.77 -0.73 0.87
O 1.82 1.34 -1.32 -0.64
O -0.40 -0.87 2.62 -0.77
O -1.32 1.02 3.08 -0.79
O -1.26 -1.95 -1.03 -0.69
O -1.50 0.12 -0.24 -0.50
H -0.12 1.70 0.66 0.50
H 1.11 -1.39 -1.02 0.42
H 0.83 -0.95 1.47 0.44
H -0.54 -0.08 -2.78 0.33
```